Entry 1:
A 2-piece molecular cluster, C5H6OSi overall, computed with wB97M-V/def2-TZVPD.

Geometry (Å):
C  -0.17  -2.77  -1.34
C  0.34  2.19  -1.82
C  0.45  -1.83  -0.92
C  0.75  1.20  -1.28
C  2.24  -0.17  1.19
O  2.95  -0.43  -0.07
Si  1.35  -0.31  -0.42
H  -0.72  -3.61  -1.66
H  -0.03  3.04  -2.33
H  2.51  0.78  1.61
H  2.32  -1.00  1.88
H  -3.00  -0.15  1.03
H  -2.33  -0.21  0.64

## Properties
Charge: 0
Relative energy (zero: lowest compared OMol25 entry of this formula, charge and spin), kJ/mol: 34.5
Frontier orbital gap, eV: 9.98
SMILES string: C#C[Si]1(C#C)CO1.[H][H]

=====

Entry 2:
One molecule with the formula C5H6S2, computed with wB97M-V/def2-TZVPD.

Geometry (Å):
C  1.36  0.54  0.35
C  1.14  -0.78  0.30
C  0.39  1.54  -0.18
C  -0.24  -1.15  -0.16
C  -1.20  -0.05  0.02
S  -2.57  0.01  1.16
S  -2.73  0.10  -0.91
H  2.29  0.95  0.71
H  1.86  -1.62  0.65
H  0.25  2.42  0.42
H  0.34  1.48  -1.24
H  -0.23  -1.22  -1.28
H  -0.68  -2.22  0.17

## Properties
Charge: 0
Relative energy (zero: lowest compared OMol25 entry of this formula, charge and spin), kJ/mol: 298.1
Frontier orbital gap, eV: 8.34

=====

Entry 3:
A 3-piece molecular cluster, C5H6Si overall, computed with wB97M-V/def2-TZVPD.

Geometry (Å):
C  0.88  -0.46  0.58
C  0.21  -1.55  0.19
C  -0.05  0.64  1.11
C  -0.72  1.34  0.08
C  -1.37  0.28  0.54
Si  -1.70  -1.55  0.45
H  1.85  -0.25  0.30
H  0.63  -2.31  -0.53
H  0.02  0.90  2.22
H  -0.73  2.01  -0.71
H  0.83  0.34  -2.36
H  0.15  0.62  -1.87

## Properties
Charge: 0
Relative energy (zero: lowest compared OMol25 entry of this formula, charge and spin), kJ/mol: 427.3
Frontier orbital gap, eV: 7.74

=====

Entry 4:
C5H7Br3O2 as an isolated structure, computed with wB97M-V/def2-TZVPD.

Geometry (Å):
O  -5.85  3.38  -30.26
C  -4.70  3.45  -29.80
O  -4.10  2.44  -29.23
C  -2.75  2.78  -28.82
C  -2.84  4.24  -28.66
C  -3.81  4.70  -29.72
H  -1.99  2.35  -29.48
H  -2.69  2.33  -27.83
H  -1.94  4.82  -28.83
H  -3.27  4.40  -27.67
H  -3.18  4.73  -30.61
H  -4.22  5.66  -29.41
C  -1.05  -0.75  -19.18
Br  -1.38  0.35  -20.83
Br  -1.00  0.27  -17.48
Br  0.75  -1.72  -19.33
H  -1.82  -1.52  -19.21

## Properties
Charge: 0
Relative energy (zero: lowest compared OMol25 entry of this formula, charge and spin), kJ/mol: 64.8
Frontier orbital gap, eV: 9.31

=====

Entry 5:
A 2-piece molecular cluster, C5H7Br3O4 overall, computed with wB97M-V/def2-TZVPD.

Geometry (Å):
O  -3.91  2.65  0.34
C  -3.50  1.70  -0.21
Br  -4.70  0.53  -1.18
C  -2.06  1.25  -0.24
O  -1.25  2.39  0.01
C  0.06  2.17  -0.35
O  0.77  1.38  0.18
O  0.44  2.98  -1.35
H  -1.90  0.49  0.53
H  -1.85  0.81  -1.22
H  -0.34  3.37  -1.76
Br  0.48  -1.86  -0.51
C  1.59  -2.40  0.99
C  3.04  -2.42  0.62
Br  3.49  -3.96  -0.48
H  1.22  -3.37  1.31
H  1.41  -1.66  1.76
H  3.66  -2.51  1.51
H  3.34  -1.54  0.06

## Properties
Charge: 0
Frontier orbital gap, eV: 10.35
SMILES string: O=C(Br)COC(=O)O.BrCCBr

=====

Entry 6:
One molecule with the formula C5H7BrN2O4, computed with wB97M-V/def2-TZVPD.

Geometry (Å):
C  0.62  -0.01  -1.37
C  0.49  1.99  0.13
C  -0.41  -0.15  0.89
C  0.57  -0.86  -0.11
C  0.34  -2.35  -0.34
N  0.65  1.34  -1.11
N  0.17  1.13  1.17
O  0.77  -0.44  -2.45
O  0.60  3.16  0.18
O  -2.59  0.62  0.91
O  -1.60  -0.01  0.15
Br  2.39  -0.58  0.69
H  -0.71  -0.78  1.83
H  -0.74  -2.55  -0.69
H  0.54  -2.92  0.59
H  0.91  -2.59  -1.33
H  0.38  1.96  -1.87
H  -0.05  1.49  2.03
H  -2.33  1.54  0.70

## Properties
Charge: 0
Relative energy (zero: lowest compared OMol25 entry of this formula, charge and spin), kJ/mol: 0.0
Frontier orbital gap, eV: 10.35
SMILES string: C[C@@]1(Br)C(=O)NC(=O)N[C@H]1OO

=====

Entry 7:
An isolated ion of composition C5H7BrN3S and charge +1, computed with wB97M-V/def2-TZVPD.

Geometry (Å):
C  2.01  2.09  -0.71
C  0.47  0.33  -0.42
C  1.50  0.92  -1.25
C  0.34  1.15  0.83
C  -1.27  -1.26  0.01
N  -0.51  0.83  1.88
N  -1.93  -2.40  -0.27
N  -0.29  -0.80  -0.71
S  1.33  2.55  0.78
Br  2.34  -0.03  -2.65
H  2.77  2.76  -1.00
H  -1.74  -0.59  0.86
H  -0.64  -0.14  2.15
H  -0.33  1.55  2.60
H  -2.51  -2.61  0.44
H  -1.62  -3.11  -0.98
H  0.08  -1.26  -1.56

## Properties
Charge: +1
Relative energy (zero: lowest compared OMol25 entry of this formula, charge and spin), kJ/mol: 0.0
Frontier orbital gap (spin up / spin down), eV: 7.80 / 7.80
SMILES string: N/C=[NH+]/c1c(Br)csc1N

=====

Entry 8:
C5H7BrN4O2 as an isolated structure, computed with wB97M-V/def2-TZVPD.

Geometry (Å):
C  1.73  2.15  0.06
C  0.56  2.43  -0.65
C  0.11  -0.34  0.05
C  -2.06  0.08  -1.10
C  0.08  -2.18  1.44
N  -0.49  1.73  -0.94
N  -0.71  0.47  -0.66
N  -0.12  -1.73  0.07
N  1.29  0.24  0.26
O  2.34  -0.36  0.55
O  2.73  2.36  0.60
Br  0.35  4.28  -1.19
H  -2.66  0.43  -0.33
H  -2.25  0.49  -2.12
H  -1.96  -1.03  -1.08
H  0.74  -3.03  1.55
H  0.60  -1.42  2.05
H  -0.83  -2.40  1.93
H  0.57  -2.15  -0.47

## Properties
Charge: 0
Frontier orbital gap (spin up / spin down), eV: 6.94 / 7.11
Spin multiplicity: 3
Expectation value of S²: 2.02

=====

Please write out number 5 again, unchanged.
A 2-piece molecular cluster, C5H7Br3O4 overall, computed with wB97M-V/def2-TZVPD.

Geometry (Å):
O  -3.91  2.65  0.34
C  -3.50  1.70  -0.21
Br  -4.70  0.53  -1.18
C  -2.06  1.25  -0.24
O  -1.25  2.39  0.01
C  0.06  2.17  -0.35
O  0.77  1.38  0.18
O  0.44  2.98  -1.35
H  -1.90  0.49  0.53
H  -1.85  0.81  -1.22
H  -0.34  3.37  -1.76
Br  0.48  -1.86  -0.51
C  1.59  -2.40  0.99
C  3.04  -2.42  0.62
Br  3.49  -3.96  -0.48
H  1.22  -3.37  1.31
H  1.41  -1.66  1.76
H  3.66  -2.51  1.51
H  3.34  -1.54  0.06

## Properties
Charge: 0
Frontier orbital gap, eV: 10.35
SMILES string: O=C(Br)COC(=O)O.BrCCBr

=====

The highest charge belongs to which entry? C5H7BrN3S

=====

Which value of charge does entry 7 give? +1